{
  "formula": "C20H38BCl31FO4P",
  "method": "the ωB97M-V functional and the def2-TZVPD basis",
  "species": ["C", "B", "O", "C", "O", "C", "O", "F", "C", "Cl", "C", "C", "Cl", "P", "O", "Cl", "H", "H", "H", "H", "H", "H", "H", "H", "H", "H", "C", "Cl", "Cl", "H", "H", "C", "Cl", "Cl", "H", "H", "C", "Cl", "Cl", "H", "H", "C", "Cl", "Cl", "H", "H", "C", "Cl", "Cl", "H", "H", "C", "Cl", "Cl", "H", "H", "C", "Cl", "Cl", "H", "H", "C", "Cl", "Cl", "H", "H", "C", "Cl", "Cl", "H", "H", "C", "Cl", "Cl", "H", "H", "C", "Cl", "Cl", "H", "H", "C", "Cl", "Cl", "H", "H", "C", "Cl", "Cl", "H", "H", "C", "Cl", "Cl", "H", "H"],
  "positions_angstrom": [[-2.731, -0.241, -1.998], [-1.457, 0.430, -1.329], [-1.483, 1.827, -1.242], [-0.140, -0.396, -0.790], [0.828, -0.764, -1.840], [0.428, -0.525, -3.092], [-0.113, -1.299, -3.744], [0.713, 0.650, -3.677], [0.620, 0.611, 0.195], [1.651, 1.686, -0.843], [1.587, -0.075, 1.204], [2.945, -0.549, 0.613], [2.025, 1.235, 2.425], [-0.641, -1.987, 0.086], [-1.603, -2.861, -0.925], [1.074, -3.201, 0.324], [-3.250, 0.445, -2.686], [-2.469, -1.172, -2.542], [-3.442, -0.572, -1.204], [-2.003, 2.003, -0.423], [-0.089, 1.207, 0.791], [1.120, -0.860, 1.818], [3.321, -1.387, 1.226], [2.875, -0.914, -0.424], [3.657, 0.289, 0.616], [-2.006, -3.591, -0.424], [5.559, 3.326, -1.799], [5.494, 2.245, -0.405], [3.999, 3.417, -2.628], [5.833, 4.319, -1.458], [6.304, 2.954, -2.496], [-6.086, -0.122, -4.781], [-4.401, -0.521, -5.131], [-6.262, 0.603, -3.179], [-6.441, 0.583, -5.525], [-6.677, -1.033, -4.818], [-1.069, -6.418, -0.920], [0.609, -6.753, -1.348], [-1.208, -5.765, 0.720], [-1.469, -5.692, -1.621], [-1.637, -7.341, -0.977], [1.502, -5.591, -4.797], [0.884, -3.990, -4.383], [0.270, -6.833, -4.543], [1.795, -5.597, -5.842], [2.358, -5.813, -4.168], [0.719, -6.410, 3.704], [1.537, -7.148, 5.088], [-0.743, -5.551, 4.202], [1.395, -5.706, 3.231], [0.445, -7.190, 3.001], [-1.434, 4.875, -2.592], [-1.964, 5.465, -1.012], [-2.179, 5.794, -3.911], [-0.355, 4.974, -2.661], [-1.717, 3.832, -2.686], [9.047, 2.159, 1.979], [8.125, 3.654, 1.770], [8.471, 0.879, 0.905], [10.089, 2.358, 1.755], [8.946, 1.826, 3.006], [-2.959, -4.896, -4.337], [-3.550, -4.489, -2.717], [-3.707, -3.878, -5.569], [-1.883, -4.748, -4.364], [-3.197, -5.934, -4.547], [1.432, -5.580, 8.487], [2.253, -6.318, 9.869], [-0.031, -4.724, 8.988], [2.107, -4.875, 8.013], [1.159, -6.360, 7.783], [13.262, 1.132, 1.467], [12.719, 2.772, 1.843], [11.974, -0.058, 1.704], [13.581, 1.099, 0.431], [14.092, 0.883, 2.120], [-5.129, 2.887, 0.078], [-3.584, 2.568, 0.889], [-4.892, 3.566, -1.531], [-5.669, 1.949, -0.014], [-5.699, 3.590, 0.677], [-2.815, 7.107, 2.240], [-3.178, 5.488, 1.626], [-1.656, 7.043, 3.574], [-2.393, 7.702, 1.435], [-3.731, 7.562, 2.593], [-3.320, 9.868, 5.008], [-2.792, 11.373, 5.769], [-3.577, 10.077, 3.270], [-2.558, 9.111, 5.159], [-4.253, 9.553, 5.464], [-8.734, -0.679, -0.541], [-8.700, -1.448, -2.130], [-7.412, 0.487, -0.321], [-9.678, -0.156, -0.428], [-8.643, -1.449, 0.217]],
  "forces_ev_per_angstrom": [[0.52, -0.64, 0.04], [-1.26, 0.55, -1.07], [0.29, -1.32, 1.08], [1.02, 0.05, -0.10], [-0.10, 1.17, -0.16], [1.13, 1.20, 0.59], [-2.03, -2.94, -2.24], [0.55, 0.43, 1.33], [0.81, -1.23, 0.06], [-0.83, 0.10, 0.65], [0.95, 0.68, -0.10], [-0.16, -0.34, 0.08], [-0.35, -0.45, -0.06], [-0.99, -0.15, 1.92], [1.03, 0.63, -0.26], [-0.33, 0.59, -0.75], [0.19, -0.17, 0.46], [-0.23, 0.43, 0.25], [0.30, 0.26, -0.36], [0.09, 0.57, -0.80], [0.24, -0.14, -0.58], [-0.09, 0.40, -0.45], [-0.03, 0.52, -0.19], [-0.24, 0.15, 0.42], [-0.28, -0.42, 0.05], [0.15, 0.27, 0.02], [0.10, 0.04, 0.02], [-0.01, 0.04, -0.06], [0.03, 0.07, -0.11], [-0.11, -0.05, 0.04], [-0.10, -0.07, 0.02], [-0.04, 0.04, -0.10], [-0.08, 0.04, -0.13], [0.11, 0.06, -0.41], [0.09, 0.03, 0.07], [0.09, 0.00, 0.10], [0.00, -0.05, -0.26], [0.11, -0.04, 0.39], [-0.25, -0.08, 0.06], [0.11, 0.03, 0.08], [0.08, 0.02, 0.10], [0.15, 0.15, 0.01], [0.05, -0.04, 0.00], [-0.08, -0.18, -0.44], [-0.12, -0.01, 0.03], [-0.12, 0.00, 0.07], [0.00, 0.04, -0.18], [0.09, -0.07, -0.05], [0.00, 0.03, -0.04], [-0.04, 0.02, 0.11], [-0.04, 0.00, 0.11], [0.15, -0.08, -0.03], [0.32, -0.18, -0.49], [0.01, -0.02, -0.07], [-0.07, 0.09, 0.00], [-0.08, 0.08, 0.07], [0.07, -0.04, 0.08], [0.06, 0.06, 0.07], [0.07, -0.07, 0.05], [-0.09, 0.01, -0.09], [-0.11, 0.01, -0.07], [0.19, -0.09, -0.19], [-0.18, -0.07, -0.02], [0.06, -0.13, 0.00], [-0.10, 0.12, 0.05], [-0.09, 0.07, 0.05], [0.01, -0.03, -0.12], [0.07, -0.03, -0.04], [-0.01, 0.02, -0.08], [-0.03, 0.02, 0.12], [-0.05, 0.04, 0.14], [0.14, -0.13, -0.04], [0.11, 0.05, -0.01], [0.09, 0.03, -0.02], [-0.13, 0.04, 0.02], [-0.11, 0.04, 0.06], [-0.19, 0.00, -0.31], [-0.25, -0.27, 0.42], [-0.10, -0.04, 0.05], [0.35, 0.18, 0.03], [0.19, 0.03, 0.04], [-0.14, -0.04, -0.16], [-0.18, 0.35, 0.67], [0.04, 0.01, 0.01], [0.08, -0.09, 0.05], [0.04, -0.13, 0.04], [0.01, -0.07, 0.17], [-0.01, -0.04, 0.05], [-0.07, 0.17, 0.05], [0.03, 0.10, -0.10], [-0.01, 0.12, -0.07], [-0.11, -0.08, 0.06], [-0.14, -0.11, 0.10], [-0.44, -0.23, 0.35], [0.10, 0.07, -0.08], [0.13, 0.04, -0.06]],
  "lowdin_charge": [-0.02, -0.50, 0.03, -0.44, -0.05, -0.62, 0.17, 0.15, -0.61, 0.71, -0.73, -0.20, 0.57, 0.71, -0.40, 0.26, 0.03, 0.05, 0.09, -0.01, 0.10, 0.05, 0.07, 0.06, 0.01, -0.02, -1.01, 0.51, 0.50, 0.03, 0.03, -0.99, 0.53, 0.48, 0.03, 0.02, -1.00, 0.50, 0.53, -0.04, 0.03, -0.99, 0.58, 0.49, 0.03, 0.03, -1.04, 0.53, 0.49, 0.02, 0.01, -1.01, 0.47, 0.50, 0.03, 0.00, -1.04, 0.50, 0.48, -0.06, 0.03, -1.01, 0.56, 0.51, -0.03, 0.03, -1.05, 0.50, 0.50, 0.03, -0.03, -1.00, 0.53, 0.52, 0.03, 0.03, -0.97, 0.58, 0.54, -0.09, 0.03, -1.03, 0.46, 0.54, 0.03, -0.02, -1.02, 0.51, 0.54, -0.02, 0.03, -0.98, 0.51, 0.53, 0.03, 0.03],
  "homo_lumo_gap_ev": 8.84,
  "e_homo_ev": -9.0
}

---

{
  "formula": "C20H38BeF4O15",
  "method": "the ωB97M-V functional and the def2-TZVPD basis",
  "species": ["Be", "F", "C", "O", "O", "C", "F", "F", "F", "C", "C", "H", "H", "H", "H", "H", "H", "C", "C", "C", "O", "C", "H", "H", "H", "H", "H", "H", "H", "H", "C", "O", "C", "O", "O", "C", "H", "H", "H", "H", "H", "H", "C", "O", "C", "O", "O", "C", "H", "H", "H", "H", "H", "H", "C", "O", "C", "O", "O", "C", "H", "H", "H", "H", "H", "H", "C", "O", "C", "O", "O", "C", "H", "H", "H", "H", "H", "H"],
  "positions_angstrom": [[-0.234, 0.319, -0.096], [-0.488, 1.868, -1.822], [0.373, -1.992, 2.303], [0.742, -2.478, 1.034], [-0.189, -0.782, 2.169], [-0.335, -3.156, 3.124], [-1.172, -2.677, 4.070], [-1.090, -4.029, 2.410], [0.526, -3.876, 3.899], [1.796, -3.422, 1.017], [2.253, -3.617, -0.434], [2.512, -2.660, -0.884], [3.152, -4.229, -0.517], [1.471, -4.001, -1.091], [1.639, -4.390, 1.500], [2.669, -2.983, 1.513], [1.324, -1.801, 2.828], [3.226, 2.697, 1.942], [2.753, 3.698, 0.870], [1.247, 3.474, 0.708], [1.139, 2.073, 1.019], [2.000, 1.750, 2.091], [3.424, 3.049, 2.955], [4.094, 2.096, 1.677], [3.207, 3.411, -0.080], [3.079, 4.723, 1.041], [1.037, 3.684, -0.339], [0.638, 4.118, 1.344], [2.344, 0.718, 2.038], [1.520, 1.865, 3.065], [-2.058, -4.133, -1.642], [-1.299, -3.524, -2.684], [-0.774, -2.321, -2.573], [-0.322, -1.847, -1.560], [-0.713, -1.740, -3.805], [-0.324, -0.395, -3.802], [-2.658, -3.400, -1.095], [-1.475, -4.616, -0.860], [-2.859, -4.730, -2.072], [0.105, -0.221, -4.792], [0.536, -0.271, -3.141], [-1.011, 0.430, -3.616], [-3.565, 3.674, 0.219], [-3.412, 3.342, 1.602], [-2.505, 2.448, 1.938], [-1.893, 1.740, 1.174], [-2.417, 2.414, 3.293], [-1.799, 1.267, 3.844], [-4.390, 3.078, -0.166], [-2.674, 3.382, -0.341], [-3.639, 4.753, 0.109], [-1.781, 1.351, 4.930], [-0.787, 1.024, 3.521], [-2.453, 0.432, 3.590], [-3.682, -1.396, 1.801], [-4.297, -0.460, 0.906], [-3.696, -0.214, -0.270], [-2.591, -0.593, -0.588], [-4.458, 0.619, -0.939], [-3.982, 1.118, -2.226], [-2.615, -1.223, 1.948], [-3.740, -2.404, 1.381], [-4.266, -1.472, 2.715], [-2.939, 1.425, -2.140], [-4.678, 1.913, -2.471], [-4.041, 0.244, -2.874], [5.244, -0.776, -2.447], [3.950, -0.950, -1.832], [3.093, 0.072, -1.740], [2.190, 0.137, -0.939], [3.403, 1.027, -2.599], [2.604, 2.183, -2.748], [5.716, -1.756, -2.485], [5.999, -0.170, -1.942], [5.222, -0.354, -3.451], [1.991, 2.426, -1.880], [1.861, 1.996, -3.526], [3.219, 3.020, -3.072]],
  "forces_ev_per_angstrom": [[-0.20, 0.95, 0.06], [0.23, -1.81, 2.08], [1.82, 0.85, -0.31], [-0.32, -1.10, -0.31], [-1.46, 0.30, -1.43], [-1.08, 0.26, 1.17], [-0.44, 0.78, -0.29], [0.74, 0.33, -0.14], [0.41, -0.03, -1.22], [1.34, 0.39, -0.99], [-0.37, 0.41, -0.28], [-0.01, 0.15, 0.28], [-0.14, -0.25, 0.22], [-0.06, -0.36, 0.23], [-0.69, 0.06, 0.09], [-0.03, 0.07, 0.39], [0.20, -0.69, 0.60], [-0.81, -0.72, 0.68], [0.82, 0.01, 0.15], [1.32, -0.11, -0.02], [-1.39, -0.47, -0.80], [1.08, 0.08, 0.14], [0.13, 0.73, -0.26], [0.05, 0.26, -0.38], [0.07, -0.04, 0.01], [-0.29, 0.05, 0.20], [-0.74, -0.50, 0.08], [-0.14, -0.26, 0.24], [-0.50, -0.12, -0.36], [-0.28, 0.20, -0.10], [-0.91, 1.06, 1.15], [-0.47, -0.58, -0.85], [0.51, 0.63, -0.27], [-0.29, 0.55, 0.25], [-1.30, -1.10, 1.25], [2.42, 1.14, -0.84], [0.42, 0.53, -0.06], [0.32, -0.33, -0.47], [0.70, -0.56, -0.41], [-0.26, -0.07, -0.15], [-0.29, 0.14, 0.27], [-0.64, -0.73, 0.46], [0.86, -0.68, -0.50], [-0.01, 0.73, 0.35], [0.10, -0.59, 1.15], [0.30, -0.23, -0.26], [-0.02, 1.01, -1.38], [-0.12, -1.35, 0.39], [-0.24, 0.46, -0.05], [0.06, -0.15, 0.09], [-0.55, -0.08, 0.28], [-0.22, 0.44, -0.07], [-0.16, 0.34, -0.49], [0.36, -0.25, 0.10], [0.43, -1.21, -0.55], [-0.09, -0.01, -0.39], [0.36, 0.68, 1.56], [0.38, -0.23, -0.26], [-0.43, 0.43, -0.26], [0.23, -1.17, 0.84], [-0.09, 0.49, 0.20], [-0.06, 0.03, -0.28], [0.05, 0.69, 0.00], [-0.05, 0.26, -0.01], [0.15, -0.07, -0.22], [-0.06, 0.39, -0.52], [0.72, -0.22, -0.68], [0.42, 0.24, 0.38], [0.13, 0.78, 0.23], [-0.24, -0.66, -0.09], [0.85, -0.09, -0.38], [-1.45, 0.42, -0.31], [-0.49, -0.20, -0.06], [-0.75, 0.35, 0.82], [-0.57, -0.22, -0.05], [0.35, -0.18, 0.23], [0.09, -0.07, -0.09], [0.28, -0.20, 0.22]],
  "lowdin_charge": [0.98, -0.49, -0.47, -0.11, -0.15, -0.50, 0.11, 0.12, 0.11, -0.25, -0.06, 0.05, 0.08, 0.07, 0.12, 0.12, 0.14, -0.13, -0.15, -0.17, -0.19, -0.19, 0.10, 0.10, 0.09, 0.11, 0.11, 0.13, 0.12, 0.12, -0.02, 0.02, -0.56, 0.10, 0.02, -0.08, 0.08, 0.10, 0.10, 0.10, 0.07, 0.08, -0.01, 0.03, -0.56, 0.10, 0.01, -0.04, 0.09, 0.09, 0.10, 0.10, 0.07, 0.09, -0.03, 0.01, -0.61, 0.09, 0.00, 0.01, 0.07, 0.09, 0.10, 0.07, 0.10, 0.10, -0.03, 0.01, -0.58, 0.11, 0.00, -0.03, 0.09, 0.10, 0.09, 0.06, 0.10, 0.10],
  "homo_lumo_gap_ev": 8.28,
  "e_homo_ev": -8.4
}

---

{
  "formula": "C20H38Br10O2",
  "method": "the ωB97M-V functional and the def2-TZVPD basis",
  "species": ["C", "C", "C", "C", "C", "C", "H", "H", "H", "H", "H", "H", "Br", "C", "C", "Br", "H", "H", "H", "H", "Br", "C", "C", "Br", "H", "H", "H", "H", "Br", "C", "C", "Br", "H", "H", "H", "H", "Br", "C", "C", "Br", "H", "H", "H", "H", "Br", "C", "C", "Br", "H", "H", "H", "H", "C", "C", "O", "H", "H", "H", "H", "H", "H", "C", "C", "O", "H", "H", "H", "H", "H", "H"],
  "positions_angstrom": [[28.457, -11.226, 16.763], [28.941, -11.330, 18.028], [29.719, -10.290, 18.572], [30.066, -9.267, 17.689], [29.705, -9.238, 16.400], [28.892, -10.233, 15.920], [27.747, -11.953, 16.398], [28.556, -12.121, 18.655], [30.138, -10.248, 19.567], [30.761, -8.521, 18.045], [30.194, -8.568, 15.708], [28.533, -10.160, 14.903], [25.278, -8.667, 21.048], [25.920, -10.554, 20.668], [25.185, -11.212, 19.495], [25.850, -13.040, 19.364], [25.786, -11.117, 21.591], [26.988, -10.525, 20.455], [25.466, -10.624, 18.621], [24.106, -11.319, 19.601], [27.339, -13.026, 23.742], [29.179, -13.227, 22.858], [29.150, -12.785, 21.316], [30.893, -12.975, 20.457], [29.668, -14.184, 23.038], [29.827, -12.587, 23.457], [28.860, -11.736, 21.259], [28.418, -13.452, 20.860], [21.869, -8.960, 25.736], [21.901, -10.678, 24.635], [23.035, -10.611, 23.545], [23.311, -12.234, 22.385], [20.952, -10.862, 24.131], [22.091, -11.460, 25.370], [24.017, -10.519, 24.009], [22.829, -9.813, 22.832], [28.130, -5.133, 21.901], [27.720, -6.041, 20.116], [28.937, -5.733, 19.215], [30.524, -6.474, 20.045], [26.794, -5.669, 19.678], [27.572, -7.110, 20.270], [29.120, -4.678, 19.014], [28.781, -6.188, 18.237], [21.610, -10.784, 18.801], [21.383, -12.684, 19.232], [20.012, -13.038, 19.821], [19.713, -11.959, 21.519], [22.233, -12.904, 19.877], [21.518, -13.139, 18.251], [19.936, -14.088, 20.104], [19.149, -12.844, 19.184], [31.001, -8.748, 23.196], [29.456, -9.022, 23.108], [29.068, -8.867, 21.743], [31.420, -8.906, 24.189], [31.251, -7.698, 23.039], [31.609, -9.299, 22.479], [28.926, -8.318, 23.749], [29.152, -10.029, 23.394], [29.554, -8.099, 21.435], [24.764, -11.040, 15.373], [23.399, -11.649, 15.066], [23.086, -12.818, 15.769], [25.637, -11.690, 15.302], [24.784, -10.728, 16.417], [24.912, -10.121, 14.806], [23.347, -11.934, 14.015], [22.548, -10.978, 15.188], [22.147, -12.981, 15.651]],
  "forces_ev_per_angstrom": [[-0.49, -0.52, -1.18], [0.01, 0.84, 2.29], [-0.21, -0.22, -1.36], [1.45, 0.22, 2.63], [0.20, -0.24, -1.96], [-0.76, 0.38, -0.72], [0.02, -0.21, -0.02], [0.25, -0.20, 0.06], [-0.30, -0.29, 0.14], [-0.02, 0.18, 0.11], [-0.30, 0.44, 0.01], [0.00, -0.26, -0.17], [0.32, -1.34, -0.39], [-0.33, -0.21, 0.25], [0.41, 0.89, 0.60], [-0.06, 0.10, -0.17], [-0.14, 0.28, -0.03], [-0.10, 0.50, -0.03], [-0.25, -0.53, -0.32], [0.35, 0.33, 0.08], [1.53, -0.38, -0.98], [0.50, 1.15, -0.61], [-0.51, -0.80, 2.36], [-0.38, -0.19, 0.52], [-0.97, -0.48, -0.32], [-0.33, 0.53, -0.21], [0.02, -0.14, -0.17], [0.27, 0.32, -0.45], [0.00, -1.30, -1.12], [1.09, -0.14, -0.74], [-0.41, 0.05, 0.69], [-0.41, 0.50, 0.95], [-0.09, 0.44, 0.39], [-0.02, 0.16, -0.13], [-0.22, 0.28, -0.11], [0.19, -0.10, 0.17], [-0.96, -0.69, -1.11], [1.13, 0.79, 0.16], [-0.97, -0.29, 0.13], [0.43, 0.21, -0.55], [0.12, 0.45, 0.32], [0.35, 0.14, 0.38], [-0.08, -0.05, 0.50], [0.20, -0.39, 0.10], [-0.34, -0.08, 0.06], [-0.42, 0.19, -0.34], [0.34, 0.73, 0.79], [-0.14, -0.81, -1.04], [-0.38, -0.21, 0.01], [-0.01, -0.30, 0.22], [0.36, 0.11, 0.20], [0.33, 0.42, -0.03], [-0.45, -0.03, 0.64], [1.45, 0.34, -0.55], [-0.33, -0.35, 0.35], [-0.19, -0.43, 0.16], [-0.48, 0.25, -0.31], [-0.33, -0.33, -0.04], [-0.08, 0.09, 0.06], [0.28, -0.06, 0.11], [-0.07, 0.19, -0.33], [-0.57, 0.20, 1.16], [-0.20, 0.04, -1.50], [0.38, -0.84, 1.23], [-0.32, -0.27, -0.56], [-0.14, 0.10, 0.19], [0.02, -0.19, -0.26], [0.33, 0.26, -0.47], [0.40, 0.77, 0.27], [0.04, -0.06, -0.02]],
  "nbo_charge": [-0.22, -0.22, -0.21, -0.23, -0.22, -0.21, 0.21, 0.21, 0.23, 0.21, 0.21, 0.21, -0.06, -0.41, -0.46, -0.01, 0.23, 0.23, 0.23, 0.24, -0.05, -0.40, -0.47, 0.01, 0.23, 0.21, 0.23, 0.23, -0.03, -0.41, -0.41, -0.05, 0.22, 0.22, 0.23, 0.24, -0.06, -0.41, -0.46, 0.01, 0.23, 0.25, 0.23, 0.23, -0.02, -0.45, -0.40, -0.06, 0.24, 0.24, 0.23, 0.23, -0.66, -0.06, -0.76, 0.21, 0.21, 0.21, 0.17, 0.17, 0.47, -0.63, -0.05, -0.73, 0.22, 0.20, 0.22, 0.15, 0.16, 0.46],
  "homo_lumo_gap_ev": 9.42,
  "e_homo_ev": -9.2,
  "smiles": "c1ccccc1.BrCCBr.BrCCBr.BrCCBr.BrCCBr.BrCCBr.CCO.CCO",
  "relative_energy_kj_mol": 123.5
}

---

no.,energy (Eh),LUMO level (eV)
1,-15817.8479,-0.2
2,-2327.5900,-0.1
3,-26675.4202,0.2